1.
Entry from the Open Molecules 2025 dataset: the ion C43H42N3O with charge +1 (wB97M-V/def2-TZVPD).

Summary:
Gap between HOMO and LUMO (hartree): 0.270
Total charge: +1
Lowest unoccupied orbital energy (hartree): -0.0896
SMILES string: COC[C@@H]1CCC[N@@H+]1C(c1ccc(N(c2ccccc2)c2ccccc2)cc1)c1ccc(N(c2ccccc2)c2ccccc2)cc1
HOMO level (eV): -9.77

Last column: Löwdin charge in e.
Geometry (Å):
O  -4.352  2.075  0.076  -0.235
N  -2.660  0.460  1.945  0.031
N  -1.481  -0.773  -4.485  -0.006
N  3.982  0.177  3.230  -0.028
C  0.450  0.915  -7.179  -0.075
C  -4.784  -3.297  -5.501  -0.083
C  4.231  -1.051  3.950  -0.225
C  6.649  2.695  3.789  -0.071
C  3.862  -1.107  5.302  -0.013
C  -1.312  0.728  -0.477  -0.185
C  5.165  -3.286  4.136  -0.071
C  -2.121  0.319  3.356  -0.123
C  1.130  -0.185  -7.748  -0.079
C  -4.536  0.852  3.571  -0.132
C  -4.769  -1.965  -5.926  -0.075
C  0.793  -0.396  1.461  -0.030
C  -4.916  1.796  1.323  -0.190
C  -0.176  0.343  -2.644  0.007
C  4.820  -3.329  5.492  -0.082
C  -4.195  0.708  2.105  -0.207
C  4.913  -2.132  3.376  -0.020
C  2.704  0.455  2.700  -0.178
C  -2.627  -1.609  -4.808  -0.232
C  -2.535  -0.137  -2.413  0.005
C  -0.143  0.710  -1.297  -0.027
C  5.110  1.011  2.984  -0.232
C  -1.379  -0.161  -3.223  -0.174
C  -0.530  -0.553  -5.519  -0.237
C  0.115  -1.653  -6.103  -0.012
C  -2.508  0.368  -1.118  -0.037
C  2.084  1.723  2.793  0.021
C  2.013  -0.608  2.094  0.016
C  5.945  0.758  1.888  -0.014
C  4.168  -2.233  6.074  -0.073
C  -1.238  1.088  0.985  -0.019
C  -3.687  -1.134  -5.612  -0.008
C  -0.362  0.729  -6.056  -0.026
C  -2.668  -2.944  -4.367  -0.025
C  -4.969  3.115  -0.681  -0.057
C  7.136  1.475  1.743  -0.070
C  0.128  0.832  1.621  -0.251
C  0.995  -1.466  -7.170  -0.073
C  0.778  1.884  2.307  -0.026
C  7.490  2.442  2.696  -0.078
C  5.467  1.967  3.936  -0.020
C  -3.725  -3.785  -4.731  -0.074
C  -3.293  0.388  4.342  -0.138
H  -1.337  1.051  3.572  0.116
H  5.061  -4.211  6.098  0.109
H  8.431  2.997  2.592  0.109
H  -3.453  -0.549  -2.827  0.114
H  5.668  -0.023  1.180  0.112
H  -5.608  -3.952  -5.780  0.106
H  -0.876  1.572  -5.598  0.118
H  6.917  3.438  4.544  0.108
H  -5.008  2.719  1.912  0.130
H  5.208  -2.091  2.325  0.111
H  0.560  1.918  -7.617  0.109
H  -4.965  4.053  -0.118  0.092
H  0.835  0.990  -0.870  0.124
H  2.602  2.563  3.260  0.116
H  7.799  1.268  0.898  0.108
H  -3.101  0.986  5.255  0.127
H  -3.469  -0.656  4.662  0.119
H  2.503  -1.590  2.083  0.122
H  4.813  2.101  4.798  0.116
H  -4.550  -0.249  1.703  0.155
H  -5.381  0.189  3.822  0.135
H  -3.706  -4.827  -4.408  0.106
H  -6.008  2.880  -0.942  0.096
H  -1.695  2.035  1.281  0.135
H  0.416  -1.170  0.785  0.130
H  -2.627  -0.511  1.539  0.164
H  -1.841  -3.312  -3.751  0.121
H  -3.467  0.473  -0.642  0.086
H  5.634  -4.156  3.667  0.108
H  1.761  -0.041  -8.647  0.110
H  0.308  2.868  2.352  0.122
H  3.882  -2.248  7.126  0.106
H  -4.382  3.233  -1.593  0.098
H  -1.712  -0.688  3.365  0.128
H  -5.923  1.368  1.170  0.149
H  0.756  0.365  -3.241  0.124
H  1.573  -2.315  -7.562  0.110
H  -3.661  -0.101  -5.977  0.122
H  -0.026  -2.644  -5.682  0.112
H  3.334  -0.250  5.724  0.117
H  -4.825  1.879  3.842  0.123
H  -5.599  -1.573  -6.520  0.109



2.
Entry from the Open Molecules 2025 dataset: a cluster of 3 separate species, C44H47BClFI2NO9S in total (wB97M-V/def2-TZVPD).

Summary:
Gap between HOMO and LUMO (hartree): 0.220
Total charge: -1
Lowest unoccupied orbital energy (hartree): 0.0099
HOMO level (eV): -5.73

Last column: Löwdin charge in e.
Geometry (Å):
I  -2.153  1.733  7.104  0.899
I  0.296  3.907  2.013  0.896
Cl  -2.248  -2.029  4.231  0.507
S  -6.764  0.040  2.349  0.573
F  -0.377  -1.282  1.619  -0.006
O  -6.906  1.600  2.666  -0.152
O  -6.511  -0.640  3.573  -0.264
O  0.410  1.704  -3.623  0.115
O  -7.922  -0.355  1.608  -0.299
O  1.813  3.057  -8.613  0.100
O  -2.014  0.743  3.849  -0.028
O  -0.047  -0.358  4.316  0.022
O  2.500  -4.157  -5.778  0.089
O  2.472  -4.369  -0.427  0.114
N  1.432  1.288  3.464  -0.031
C  -1.232  5.178  -5.273  -0.057
C  -4.194  0.884  1.803  -0.222
C  -0.882  -2.761  -3.760  -0.052
C  -0.686  -0.864  8.599  -0.156
C  1.312  -3.737  -3.788  -0.093
C  4.713  -5.320  -4.523  -0.008
C  -0.911  -2.856  -2.373  -0.040
C  2.305  0.111  -4.897  0.003
C  -3.003  4.229  2.786  -0.131
C  4.716  -5.383  -1.742  -0.002
C  0.052  4.760  -7.264  -0.007
C  2.092  1.558  -6.813  -0.084
C  1.517  2.765  -7.473  -0.278
C  0.659  -0.476  2.076  -0.301
C  -1.729  -0.237  6.309  -0.618
C  0.173  -3.378  -1.691  0.013
C  2.199  1.080  4.685  -0.255
C  -0.879  2.793  3.434  -0.597
C  0.182  3.244  -5.395  -0.081
C  5.796  -5.882  -2.451  -0.060
C  1.586  1.724  5.920  -0.090
C  1.291  -3.813  -2.392  -0.079
C  3.626  -4.854  -2.422  -0.079
C  1.800  -1.396  2.452  -0.007
C  5.792  -5.856  -3.842  -0.064
C  0.565  3.605  -6.689  -0.083
C  0.745  2.030  -4.741  -0.278
C  -2.130  3.548  3.860  -0.303
C  3.629  -4.814  -3.817  -0.086
C  -0.597  -0.925  7.065  -0.333
C  0.239  0.458  3.238  -0.376
C  2.460  -4.346  -1.638  -0.275
C  -2.851  0.288  1.394  -0.186
C  1.741  1.224  -5.504  -0.080
C  0.224  -3.202  -4.467  -0.009
C  2.993  0.764  -7.512  -0.003
C  3.206  -0.672  -5.596  -0.051
C  2.480  -4.229  -4.565  -0.295
C  -0.722  4.031  -4.693  0.002
C  -0.841  5.546  -6.556  -0.061
C  3.545  -0.352  -6.906  -0.050
C  -1.079  1.333  2.973  -0.380
C  -1.672  1.251  1.544  -0.130
C  -5.338  -0.014  1.297  -0.226
B  -1.464  -0.284  4.692  -1.201
H  6.643  -6.296  -1.919  0.106
H  -0.673  -1.974  6.777  0.105
H  3.250  1.023  -8.530  0.118
H  0.359  5.037  -8.263  0.118
H  -3.191  5.265  3.062  0.065
H  0.959  0.144  1.224  0.141
H  -1.236  6.448  -7.005  0.105
H  6.634  -6.253  -4.393  0.104
H  1.428  -2.166  3.122  0.097
H  0.505  1.648  5.921  -0.001
H  0.252  -3.135  -5.546  0.120
H  4.702  -5.293  -5.604  0.118
H  1.926  1.185  6.806  0.073
H  -4.306  1.885  1.386  0.104
H  -2.694  -0.658  1.899  0.077
H  -1.779  -2.519  -1.821  0.112
H  -0.194  -1.742  9.019  0.061
H  -1.015  3.739  -3.694  0.123
H  -5.696  0.335  0.331  0.107
H  -2.624  -0.815  6.516  0.041
H  -2.754  2.893  4.456  0.043
H  2.029  -0.137  -3.881  0.123
H  -1.717  -0.813  8.938  0.053
H  -4.231  0.888  2.893  0.120
H  -0.922  0.953  0.820  0.095
H  -2.009  2.230  1.205  0.070
H  -6.164  2.092  2.294  0.062
H  -0.235  2.723  4.304  0.051
H  3.160  1.569  4.513  0.111
H  -2.925  0.061  0.322  0.118
H  0.370  -0.544  6.754  0.080
H  2.659  -0.873  2.856  0.072
H  -5.033  -1.054  1.239  0.118
H  4.708  -5.402  -0.661  0.121
H  -0.133  -0.005  8.975  0.047
H  2.439  0.030  4.878  0.101
H  -1.934  5.792  -4.724  0.107
H  2.042  1.239  2.664  0.084
H  0.158  -3.450  -0.614  0.122
H  -2.568  4.230  1.792  0.012
H  3.639  -1.541  -5.118  0.102
H  4.239  -0.976  -7.453  0.108
H  -1.791  4.330  4.539  0.097
H  -1.728  -2.344  -4.291  0.107
H  1.888  2.762  6.038  0.075
H  -3.981  3.752  2.731  0.048
H  2.135  -1.895  1.547  0.071



3.
Entry from the Open Molecules 2025 dataset: a structure of composition C21H31F2SiSn (wB97M-V/def2-TZVPD).

Summary:
Gap between HOMO and LUMO (hartree): 0.100
Total charge: -1
Lowest unoccupied orbital energy (hartree): 0.1000
HOMO level (eV): 0.01

Last column: natural (NBO) charge in e.
Geometry (Å):
Sn  1.654  1.446  -2.102  1.530
Si  4.241  -0.020  -0.474  0.632
F  -4.031  -3.805  -0.115  -0.354
F  -4.209  2.429  -0.360  -0.357
C  -0.608  -4.327  1.083  -0.191
C  -0.727  -0.557  1.643  -0.481
C  -2.454  -2.256  0.662  -0.295
C  -1.588  0.680  1.532  0.019
C  1.010  2.905  -0.643  -1.080
C  -1.065  1.787  2.247  -0.209
C  -2.799  -3.572  0.456  0.452
C  -1.169  -1.939  1.171  0.018
C  4.679  0.868  1.108  -1.087
C  3.826  0.920  -1.976  -1.273
C  4.358  -1.880  -0.529  -1.089
C  -2.382  -5.987  0.354  -0.623
C  -2.687  0.821  0.654  -0.313
C  -3.740  4.368  1.268  -0.626
C  -2.887  3.150  1.431  -0.125
C  1.393  2.582  -3.985  -1.110
C  -3.274  2.090  0.608  0.464
C  -0.260  -3.003  1.360  -0.209
C  -1.730  3.018  2.248  -0.192
C  0.244  -0.171  -2.331  -1.069
C  -1.918  -4.620  0.653  -0.130
H  4.391  1.873  -1.955  0.229
H  2.000  3.492  -3.985  0.208
H  -0.063  3.132  -0.703  0.218
H  -1.636  -6.711  0.664  0.209
H  3.562  -2.423  -1.066  0.217
H  1.557  3.845  -0.793  0.213
H  -0.750  0.266  -2.522  0.215
H  0.175  -0.865  -1.499  0.228
H  -0.163  1.590  2.850  0.219
H  1.226  2.546  0.362  0.224
H  5.734  1.151  1.052  0.183
H  -0.422  -0.653  2.717  0.222
H  0.546  -0.731  -3.223  0.216
H  -3.268  5.199  1.794  0.207
H  4.314  -2.298  0.492  0.225
H  0.132  -5.140  1.119  0.214
H  4.091  1.765  1.352  0.217
H  4.034  0.349  -2.905  0.231
H  1.711  1.978  -4.839  0.206
H  -3.303  -6.216  0.885  0.218
H  -4.745  4.239  1.687  0.214
H  -3.213  -1.517  0.451  0.208
H  -3.871  4.594  0.203  0.230
H  0.709  -2.766  1.816  0.219
H  -2.576  -6.154  -0.708  0.220
H  -3.131  -0.020  0.088  0.222
H  0.173  -0.278  1.145  0.231
H  0.353  2.882  -4.166  0.205
H  4.504  0.179  1.947  0.226
H  5.332  -2.097  -0.995  0.187
H  -1.278  3.866  2.772  0.217



4.
Entry from the Open Molecules 2025 dataset: a cluster of 3 separate species, C7H17NO2 in total (wB97M-V/def2-TZVPD).

Summary:
Gap between HOMO and LUMO (hartree): 0.326
Lowest unoccupied orbital energy (hartree): 0.0225
SMILES string: C=CCN/C=C/CC.O.O
HOMO level (eV): -8.27

Last column: natural (NBO) charge in e.
Geometry (Å):
O  2.498  -0.569  -1.085  -0.957
O  0.674  0.881  -2.516  -0.954
N  -1.327  1.632  -0.040  -0.632
C  1.810  0.985  1.660  -0.346
C  -0.204  -2.700  -0.148  -0.628
C  1.002  1.703  0.893  -0.236
C  -1.762  0.316  -0.142  -0.024
C  -1.564  -2.175  0.290  -0.424
C  -0.448  1.921  1.093  -0.273
C  -1.407  -0.706  0.659  -0.289
H  -0.272  -3.794  -0.276  0.204
H  -0.533  3.008  1.279  0.209
H  -2.086  -2.851  0.982  0.206
H  2.881  0.927  1.540  0.219
H  1.349  0.388  2.431  0.190
H  1.445  2.425  0.202  0.199
H  -2.253  -2.253  -0.559  0.195
H  -1.963  2.373  -0.258  0.391
H  0.720  1.746  -2.955  0.469
H  -2.507  0.103  -0.888  0.201
H  0.758  -2.449  0.302  0.229
H  0.196  1.092  -1.706  0.482
H  -0.917  1.530  2.020  0.201
H  -0.548  -0.768  1.340  0.200
H  1.833  0.097  -0.883  0.478
H  -0.030  -2.389  -1.192  0.215
H  2.653  -0.473  -2.044  0.476



5.
Entry from the Open Molecules 2025 dataset: an isolated molecule of C5H13NO2 (wB97M-V/def2-TZVPD).

Summary:
Gap between HOMO and LUMO (hartree): 0.360
Lowest unoccupied orbital energy (hartree): 0.0331
SMILES string: CN[C@H](CO)[C@@H](C)O
HOMO level (eV): -8.91

Last column: natural (NBO) charge in e.
Geometry (Å):
O  -2.314  -0.459  0.107  -0.730
O  -0.326  1.318  -2.031  -0.742
N  1.154  0.566  1.085  -0.627
C  0.320  -1.020  -1.986  -0.648
C  -0.010  0.446  0.210  -0.092
C  0.434  0.342  -1.287  0.091
C  0.842  0.638  2.498  -0.433
C  -0.982  -0.689  0.623  -0.096
H  -0.111  1.181  2.699  0.205
H  -0.993  0.953  -2.617  0.472
H  1.502  0.647  -1.404  0.188
H  -0.855  -1.740  0.309  0.181
H  1.662  1.282  2.899  0.201
H  -0.316  -0.978  -2.868  0.212
H  1.256  -1.380  -2.404  0.220
H  0.936  -0.306  3.034  0.183
H  -0.616  1.434  0.230  0.210
H  -0.114  -1.788  -1.349  0.215
H  1.805  -0.178  0.909  0.356
H  -1.014  -0.651  1.716  0.171
H  -2.261  0.380  -0.371  0.463



6.
Entry from the Open Molecules 2025 dataset: an isolated molecule of C12H19NO2S (wB97M-V/def2-TZVPD).

Summary:
Gap between HOMO and LUMO (hartree): 0.324
Lowest unoccupied orbital energy (hartree): 0.0284
SMILES string: CNCCOC[C@H](O)CSc1ccccc1
HOMO level (eV): -8.03

Last column: natural (NBO) charge in e.
Geometry (Å):
S  -0.574  1.936  -0.115  0.251
O  -1.911  -0.437  1.408  -0.538
O  0.481  1.175  3.693  -0.705
N  -1.244  -2.057  -1.789  -0.624
C  1.064  1.395  -0.542  -0.194
C  2.199  1.868  0.102  -0.187
C  -2.024  -1.386  -0.766  -0.240
C  -0.487  2.131  1.692  -0.553
C  1.184  0.482  -1.584  -0.233
C  3.570  0.503  -1.324  -0.223
C  2.435  0.044  -1.973  -0.198
C  -0.057  0.859  2.430  0.049
C  -1.227  -0.135  2.592  -0.073
C  -1.247  -1.338  0.546  -0.066
C  -1.927  -2.108  -3.066  -0.407
C  3.446  1.413  -0.287  -0.218
H  -1.025  -3.001  -1.482  0.350
H  4.547  0.153  -1.623  0.213
H  -1.498  2.424  1.979  0.229
H  4.326  1.778  0.223  0.213
H  -3.007  -1.854  -0.592  0.164
H  2.521  -0.668  -2.780  0.215
H  -0.223  -1.010  0.333  0.180
H  -1.297  -2.633  -3.782  0.200
H  -2.906  -2.608  -3.022  0.164
H  -0.845  -1.047  3.076  0.175
H  -2.082  -1.088  -3.418  0.192
H  -1.978  0.318  3.250  0.175
H  -0.212  1.562  4.242  0.461
H  0.297  0.108  -2.070  0.235
H  0.771  0.385  1.890  0.193
H  2.122  2.585  0.904  0.207
H  -2.196  -0.356  -1.090  0.206
H  0.202  2.943  1.931  0.226
H  -1.197  -2.335  1.013  0.160



7.
Entry from the Open Molecules 2025 dataset: a cluster of 2 separate species, C4H6Br2N2O in total (wB97M-V/def2-TZVPD).

Summary:
Gap between HOMO and LUMO (alpha / beta) (hartree): 0.321 / 0.146
Spin multiplicity: 3
Lowest unoccupied orbital energy (alpha / beta) (hartree): 0.0141 / -0.1519
HOMO level (alpha / beta) (eV): -8.34 / -8.12

Last column: Löwdin spin population.
Geometry (Å):
Br  -2.176  -1.675  1.377  0.006
Br  3.390  -0.813  1.323  0.963
O  -1.427  -1.776  -2.695  0.512
N  -1.272  -0.339  0.523  0.015
N  -1.405  -1.177  -1.616  0.402
C  -0.776  -0.559  -0.757  0.050
C  -0.296  0.466  1.251  0.011
C  0.511  1.195  0.156  0.006
C  0.444  0.200  -0.966  0.023
H  0.467  -0.173  1.861  0.013
H  0.530  0.936  -1.849  0.000
H  -0.797  1.085  1.979  0.002
H  1.181  -0.675  -1.025  -0.002
H  0.114  2.106  -0.100  0.000
H  1.512  1.200  0.538  0.002



8.
Entry from the Open Molecules 2025 dataset: a structure of composition C3H8O2P2 (wB97M-V/def2-TZVPD).

Summary:
Gap between HOMO and LUMO (hartree): 0.319
Lowest unoccupied orbital energy (hartree): 0.0120
HOMO level (eV): -8.36

Last column: natural (NBO) charge in e.
Geometry (Å):
P  0.478  1.762  2.968  0.059
P  1.714  1.876  1.238  0.032
O  0.587  -0.972  1.710  -0.623
O  0.226  -0.287  -0.414  -0.530
C  0.689  -0.254  0.739  0.756
C  -0.646  -1.351  -0.991  -0.096
C  -1.014  -1.056  -2.421  -0.645
H  -2.109  -0.743  -2.567  0.218
H  -1.579  -1.307  -0.358  0.215
H  -0.342  -0.388  -2.956  0.238
H  1.471  1.673  3.934  -0.002
H  -0.908  -1.988  -2.964  0.219
H  -0.057  -2.315  -1.096  0.210
H  0.888  2.259  0.185  -0.014
H  0.600  3.093  2.993  -0.036